# 1
C3H6N4O | ωB97M-V with the def2-TZVPD basis set

The geometry in XYZ format:
```
14
Properties=species:S:1:pos:R:3:forces:R:3
N -1.07530 -1.91823 0.20482 3.98 0.43 -0.69
N -0.19272 -0.72388 0.50375 -1.43 -1.90 0.27
N -0.39832 -0.10693 1.73659 0.78 0.60 0.58
C 0.02058 1.22050 1.47897 1.66 0.04 3.30
C 0.29612 1.46372 0.18718 1.06 1.40 -0.57
C 0.08050 0.21532 -0.48949 1.40 -3.04 -0.23
N 0.37089 -0.38207 -1.62725 -1.44 2.63 -0.04
O 0.21713 0.70124 -2.60020 2.59 -1.84 -3.30
H -0.23246 -2.67299 0.04807 -3.12 2.11 -0.01
H -1.40753 -1.61559 -0.74922 0.45 -0.96 0.85
H 0.16792 -0.57588 2.50986 -1.04 0.94 -1.36
H 0.42139 1.77725 2.44435 -1.28 -0.84 -2.41
H 0.97328 2.28675 -0.19422 -1.61 -0.95 0.40
H 0.75852 0.33078 -3.45320 -2.00 1.37 3.21
```
Positions in Å, forces in eV/Å.

## Properties
Net charge: 0
Orbital gap in eV: 8.5
LUMO energy in eV: 0.9
SMILES: Nn1[nH]cc/c1=N\O

---

# 2
C30H38AlN4O | ωB97M-V with the def2-TZVPD basis set

The geometry in XYZ format:
```
74
Properties=species:S:1:pos:R:3:forces:R:3
Al -0.66518 -0.26790 0.18045 1.48 -2.55 -0.11
N 0.46622 -3.33849 3.00460 -1.77 -0.66 0.74
N -0.33800 -2.60622 -1.33535 -0.06 3.03 0.74
C 0.96793 1.89924 -0.75483 0.20 -0.90 0.83
C 2.12059 1.18724 -0.37202 -0.89 0.57 0.29
C 1.95719 0.70976 0.94844 -2.03 0.73 0.27
C 2.95057 -0.01350 1.77065 0.61 -0.03 0.26
H 3.82099 -0.30742 1.16257 -0.21 0.03 0.24
H 2.54031 -0.91376 2.24911 -0.11 0.23 -0.17
H 3.31796 0.66054 2.56174 0.06 -0.20 -0.03
C 0.64360 1.08775 1.39793 1.87 0.70 -0.52
C 0.22017 1.15138 2.82533 0.10 -0.09 0.51
H 0.81233 1.92626 3.35248 -0.26 -0.14 -0.15
H 0.38591 0.19946 3.35398 -0.04 0.16 -0.30
H -0.83820 1.42528 2.92093 0.13 -0.05 0.07
C -0.02353 1.78066 0.29709 0.87 -0.59 0.01
C -1.18486 2.69508 0.47624 -0.30 0.60 0.04
H -1.90484 2.29612 1.19937 0.01 0.10 -0.13
H -1.71251 2.84928 -0.47529 0.00 0.07 0.23
H -0.86189 3.68377 0.84808 -0.15 -0.15 -0.10
C 3.37761 1.09482 -1.16465 0.23 0.05 -0.24
H 4.03190 1.95200 -0.93376 -0.01 -0.23 -0.12
H 3.16550 1.12825 -2.24146 0.13 -0.05 0.15
H 3.93615 0.17538 -0.94043 -0.13 0.22 -0.13
C 0.85132 2.77150 -1.93492 -0.08 0.07 -0.86
H -0.18769 3.07403 -2.09263 0.10 0.04 -0.13
H 1.18967 2.25121 -2.84532 -0.11 0.29 0.07
H 1.45809 3.68934 -1.83364 -0.15 -0.20 -0.01
C -0.18123 -4.20125 3.80874 -0.40 0.29 -2.09
H 0.27981 -4.36824 4.76916 0.15 -0.45 0.20
C -1.39936 -4.84814 3.43383 0.36 -0.30 1.66
H -1.82380 -5.56976 4.14368 0.05 0.27 -0.31
C -1.97015 -4.62870 2.18150 -0.25 0.37 -0.30
H -2.85008 -5.19018 1.84184 0.36 -0.05 0.16
C -1.42573 -3.63848 1.39451 0.27 0.24 0.19
H -1.63218 -3.44196 0.32062 -0.15 -0.24 1.05
C -0.30673 -2.89678 1.93856 1.38 2.56 -2.19
C 0.14046 -1.66136 1.24370 1.24 -3.14 0.36
H 1.23885 -1.99922 0.86630 -1.83 1.44 1.25
C -0.58941 -1.31624 -1.65038 -0.98 0.29 0.42
C 0.14733 -3.12122 -2.43468 0.66 -2.65 -1.22
H 0.64328 -4.05032 -2.35574 0.10 -1.24 -0.39
C 0.05857 -2.34150 -3.51857 0.14 -0.06 -2.56
H 0.25250 -2.57326 -4.60705 -0.39 0.39 1.78
N -0.43860 -1.15780 -3.04052 -0.36 1.61 0.73
C -0.60027 0.07505 -3.80424 0.81 -1.77 0.63
C 0.41016 0.35227 -4.73197 0.11 0.16 -0.11
C 0.21290 1.41734 -5.59690 0.59 0.77 -1.15
H 0.97146 1.64917 -6.41731 -0.93 -0.38 1.29
C -0.90996 2.24027 -5.50959 -0.55 -0.77 0.99
C -1.12871 3.36086 -6.45949 0.17 0.01 -0.27
H -1.67992 4.16227 -5.97440 0.00 0.17 -0.12
H -1.69080 3.01455 -7.33192 -0.01 0.15 0.00
H -0.15709 3.71852 -6.79875 -0.10 0.26 -0.13
C -1.86350 1.96473 -4.51131 -0.32 0.45 -0.14
H -2.78163 2.60645 -4.41881 1.02 -0.61 -0.12
C -1.72469 0.87698 -3.64712 -0.03 -0.12 0.01
C -2.77050 0.55147 -2.61024 -0.83 0.55 0.07
H -3.03353 -0.51761 -2.57983 0.33 0.37 0.05
H -3.68915 1.11530 -2.86122 0.28 -0.22 0.06
H -2.49571 0.87819 -1.58691 0.03 -0.29 -0.59
C 1.70980 -0.41726 -4.78858 0.78 0.17 -0.83
H 1.57130 -1.44565 -5.15318 0.27 0.57 0.27
H 2.23880 -0.44512 -3.81874 -0.45 -0.12 -0.32
H 2.39841 0.06967 -5.52260 -0.52 -0.16 0.57
C -2.57579 -1.14354 3.26353 0.85 0.22 1.01
C -3.02583 -0.90997 1.87545 -1.47 0.24 -2.43
N -4.35162 -1.25252 1.61987 3.11 1.22 -0.29
O -2.39666 -0.37333 0.89957 -1.76 -0.46 1.96
H -3.21135 -0.54776 3.95277 0.21 -0.19 -0.42
H -1.51532 -0.84103 3.40029 -0.67 -0.39 -0.28
H -2.68970 -2.20773 3.55617 0.17 0.46 -0.38
H -4.67901 -1.04730 0.69390 -0.28 -0.20 -0.02
H -4.90123 -1.64790 2.33296 -0.65 -0.48 0.53
```
Positions in Å, forces in eV/Å.

## Properties
Net charge: -1
Orbital gap (spin up / spin down) in eV: 3.6 / 3.6
LUMO energy (spin up / spin down) in eV: 2.5 / 2.5

---

# 3
C7H15N3SSi | ωB97M-V with the def2-TZVPD basis set

The geometry in XYZ format:
```
27
Properties=species:S:1:pos:R:3:forces:R:3
C -0.22131 -0.78648 0.72766 -1.51 3.63 0.18
C -0.69856 1.17385 0.59764 0.34 -4.89 1.01
C -2.12873 3.66750 -1.23171 2.23 0.20 -0.09
C 2.52561 -0.76388 -0.86818 -0.96 -1.72 0.41
C 0.07042 -3.02220 -1.22523 -0.12 -0.20 1.53
C 2.10369 -2.81735 1.29863 0.75 0.25 -1.90
C -1.02456 3.81198 -0.14071 -1.47 -3.26 -1.74
N -1.16741 -1.12943 1.49535 0.10 1.23 -0.01
N -1.71109 1.15785 1.33621 -0.32 0.28 0.60
N -2.03590 -0.08059 1.80258 0.47 -1.34 -0.77
Si 1.09815 -1.80664 -0.06657 1.53 -1.72 0.19
S 0.13836 2.39280 -0.15282 0.80 1.33 -0.74
H -2.04942 4.55736 -1.84051 -0.14 -0.38 -0.97
H -2.14892 2.67687 -1.68022 0.85 0.28 -0.86
H -3.08006 3.63979 -0.84475 -2.22 0.58 1.58
H 3.41580 -1.37352 -0.58610 -0.47 0.70 -0.29
H 2.38977 -0.81913 -1.95163 0.26 0.65 0.10
H 2.55468 0.22490 -0.40974 0.14 0.03 -0.42
H 0.65898 -3.78340 -1.74543 0.25 0.70 -0.55
H -0.62649 -3.73191 -0.65800 0.63 1.52 -0.27
H -0.52188 -2.32876 -1.84802 0.20 -0.76 -0.16
H 1.51109 -2.94658 2.13435 -1.56 -0.46 1.82
H 2.34933 -3.83883 0.92533 -0.06 0.71 0.10
H 3.02773 -2.35996 1.71509 -0.45 -0.01 -0.75
H -1.56453 3.86756 0.73343 -0.50 -0.02 2.50
H -0.37952 4.60005 -0.21036 1.37 2.33 -0.57
H -2.48524 -0.18182 2.69372 -0.12 0.33 0.07
```
Positions in Å, forces in eV/Å.

## Properties
Net charge: 0
Orbital gap in eV: 8.9
LUMO energy in eV: 0.8

---

# 4
C8H18FNO5S | ωB97M-V with the def2-TZVPD basis set

The geometry in XYZ format:
```
34
Properties=species:S:1:pos:R:3:forces:R:3
N 2.60838 -1.49579 1.43268 0.69 -0.33 8.94
H 1.92238 -0.97379 1.99868 -1.30 0.34 -1.47
H 3.45438 -1.05879 1.88968 -0.38 -1.63 -0.40
H 2.72438 -1.38879 0.54468 -0.62 1.68 -7.37
H 2.38738 -2.47579 1.65168 0.77 0.29 0.15
F 0.62238 -0.25379 -0.03032 0.40 -0.28 0.45
C 1.52738 2.86921 -2.79832 1.06 1.45 -0.18
C 1.47238 1.42921 -3.28332 0.85 -1.08 1.74
C 0.05838 0.80321 -3.35932 3.17 -3.42 4.11
O 0.05938 -0.00779 -4.49732 0.85 0.17 -1.25
C 1.15138 0.27321 -5.24332 1.18 1.15 -1.84
O 1.36938 -0.12479 -6.37032 -0.38 0.52 2.60
O 2.00038 1.24021 -4.59332 -1.80 -1.77 -0.93
H 0.84338 3.57821 -3.35232 0.88 -0.87 0.10
H 2.64138 3.31121 -2.81532 -2.57 -1.06 0.09
H 1.11938 2.89721 -1.77132 0.54 -0.14 -0.25
H 2.10138 0.75521 -2.52332 -1.17 1.46 -1.60
H -0.73662 1.41421 -3.23832 -2.56 2.33 -0.58
H 0.00538 0.11021 -2.40132 -0.06 1.17 -1.77
C -2.63762 0.21221 2.14868 1.75 -3.43 -4.79
C -2.84162 -1.29479 2.13668 2.24 0.18 -6.05
C -1.49662 -1.94479 2.44168 0.04 -1.93 -2.58
S -0.77462 -0.94379 3.63368 -5.05 -1.67 0.66
O 0.61238 -1.13279 3.64568 4.05 0.42 0.14
O -1.55662 -1.23879 4.83168 0.96 1.09 -0.35
C -1.37462 0.45521 2.75668 1.67 4.85 4.81
H -3.39862 0.69821 2.44368 -5.39 3.39 3.37
H -2.68062 0.57521 1.07168 0.86 -0.61 1.00
H -3.10962 -1.54379 0.99268 0.34 0.03 2.71
H -3.43562 -1.81879 2.74068 -3.34 -0.86 2.53
H -0.84762 -2.06579 1.53068 -0.39 0.53 0.84
H -1.75262 -2.93679 2.80368 0.63 -0.14 0.41
H -0.63362 0.67321 2.07468 1.86 0.36 -1.73
H -1.40462 1.40421 3.50768 0.21 -2.18 -1.52
```
Positions in Å, forces in eV/Å.

## Properties
Net charge: 0
Orbital gap in eV: 8.6
LUMO energy in eV: -0.5

---

# 5
C4H12N4 | ωB97M-V with the def2-TZVPD basis set

The geometry in XYZ format:
```
20
Properties=species:S:1:pos:R:3:forces:R:3
C 0.86306 -0.72972 0.21165 -0.29 0.00 -0.38
C 1.76011 0.42899 0.07767 -0.12 -0.16 0.17
C -2.31674 0.48837 -0.49028 -0.30 0.40 -0.67
C -1.79180 -0.37733 0.43954 0.30 0.00 0.29
N 0.89108 -1.53149 1.25797 0.25 -0.02 0.43
N 2.46517 0.86647 1.10509 0.01 0.07 -0.06
N 1.88925 0.98350 -1.11367 0.05 0.06 0.02
N -3.03068 0.11674 -1.53901 0.05 0.00 0.26
H 0.40954 -1.10028 -0.69509 0.15 -0.05 0.01
H -1.44000 0.01386 1.37593 0.03 0.11 0.12
H -2.13224 1.55244 -0.40058 -0.10 0.04 0.02
H -2.00182 -1.43239 0.37503 0.04 -0.24 -0.03
H 1.35823 -1.30828 2.12912 -0.08 -0.15 -0.16
H 2.37890 0.49678 2.03950 -0.01 0.04 -0.10
H 3.14813 1.60639 0.99349 -0.05 -0.03 0.05
H 1.41776 0.62627 -1.93187 0.02 -0.07 0.09
H 2.55380 1.73161 -1.27300 -0.11 -0.01 -0.01
H 0.34777 -2.38440 1.26107 0.11 -0.03 0.00
H -3.33234 -0.84324 -1.65342 0.03 0.03 -0.05
H -3.43715 0.79569 -2.16915 0.06 0.00 0.02
```
Positions in Å, forces in eV/Å.

## Properties
Net charge: +2
Orbital gap (spin up / spin down) in eV: 5.5 / 8.1
LUMO energy (spin up / spin down) in eV: -10.2 / -9.0

---

# 6
C6H12Cl4KO3Si | ωB97M-V with the def2-TZVPD basis set

The geometry in XYZ format:
```
27
Properties=species:S:1:pos:R:3:forces:R:3
K -0.61862 -0.07613 0.63910 0.10 0.01 -0.35
Cl -1.02286 1.04285 5.30163 0.05 0.05 0.00
C -1.32939 -0.61347 4.74143 -0.20 0.00 0.13
Cl -2.78929 -1.26587 5.55777 0.05 0.01 -0.04
C -1.53009 -0.70778 3.19924 -0.24 -0.31 0.51
O -0.98407 -1.71643 2.70646 0.06 0.18 -0.09
O -2.20596 0.17984 2.65553 0.02 0.06 0.08
H -0.50368 -1.22888 5.07320 0.03 0.00 -0.08
C 3.37722 -1.03219 -1.08002 0.05 0.04 -0.05
Si 2.32385 0.35133 -1.84542 -0.04 0.02 0.00
C 3.41443 1.90838 -1.85235 -0.01 -0.08 -0.04
C 2.14512 -0.10743 -3.68143 0.03 0.01 0.00
O 0.94326 0.54780 -1.10021 0.06 0.01 -0.07
H 4.32594 -1.17543 -1.60642 0.01 -0.01 -0.01
H 2.83174 -1.97931 -1.10705 -0.01 -0.02 0.00
H 3.60523 -0.81321 -0.03336 -0.01 0.01 0.01
H 4.31915 1.76184 -2.45039 0.02 0.03 -0.01
H 3.72002 2.20140 -0.84510 -0.02 -0.03 0.04
H 2.85088 2.74150 -2.28071 0.02 0.02 -0.02
H 3.11658 -0.17566 -4.18103 0.01 0.01 -0.02
H 1.54980 0.64958 -4.19898 0.01 0.02 -0.01
H 1.63623 -1.06601 -3.81150 -0.02 -0.02 0.05
Cl -4.20219 0.06384 -0.38968 -0.02 0.00 -0.11
C -5.86155 0.12899 0.18491 -0.10 0.00 0.08
Cl -7.04849 0.00470 -1.13502 0.02 0.00 -0.01
H -6.02715 1.07700 0.68143 0.07 0.00 0.00
H -6.03610 -0.70126 0.85796 0.07 0.00 0.00
```
Positions in Å, forces in eV/Å.

## Properties
Net charge: -1
Orbital gap in eV: 7.7
LUMO energy in eV: 2.3

---

Ordered max |F| results: 4.6; 3.6; 5.0; 9.0; 0.8; 0.6; unit eV/Å.
Ordered E results: -411.9879; -1702.6100; -1127.5527; -1244.4655; -377.9784; -3191.9514; unit a.u..
Ordered energy relative to the best compared isomer or geometry (same formula, charge and spin) results: 6.015; 0.000; 2.395; 2.332; 0.582; 0.000; unit eV.